Record 1
The following is a quantum chemistry calculation of C18H15ClN4O4S in the gas phase at a distorted geometry, from OMol25.

Results
Net charge ... 0
DFT total energy ... -56414.5917 eV
Structure (SMILES) ... O=C(CSCC(=O)OCn1nnc2ccccc2c1=O)Nc1ccc(Cl)cc1
LUMO level ... -0.5247 eV
Largest force on an atom ... 4.71 eV/Å

XYZ file:
```
43
Properties=species:S:1:pos:R:3:forces:R:3
O -2.81280 -2.67000 0.47121 -0.128 -0.244 -0.080
C -3.19513 -1.56869 0.13416 0.420 -0.965 -0.510
C -4.34174 -1.40866 -0.86826 0.844 2.555 0.666
S -4.26429 0.26777 -1.75190 -0.268 -0.416 0.417
C -3.42685 -0.32338 -3.24462 1.019 0.654 -0.311
C -1.93787 -0.88116 -3.18689 -4.005 -0.266 -1.754
O -1.81090 -2.02343 -3.55108 1.190 0.150 0.824
O -1.05382 0.05206 -2.99866 2.988 0.439 1.415
C 0.30714 -0.49119 -2.66576 -1.107 1.343 -2.226
N 0.96567 0.30674 -1.65071 2.137 0.267 1.985
N 0.80044 1.64659 -1.36843 -0.617 0.795 0.602
N 1.51537 2.26808 -0.52227 -0.062 0.508 -1.080
C 2.67343 1.78845 0.14441 -0.965 -2.046 0.551
C 3.34274 2.56268 1.17937 -0.565 -1.481 -1.642
C 4.25459 1.82305 1.98793 -0.446 1.943 -0.415
C 4.54099 0.48039 1.72068 0.887 -0.489 -2.238
C 4.05594 -0.15601 0.55461 -1.650 0.497 1.134
C 2.95473 0.40888 -0.11570 -0.085 1.919 -0.374
C 2.10974 -0.29664 -1.17080 2.028 -2.888 0.776
O 2.42107 -1.45167 -1.53556 -0.679 2.115 0.420
N -2.63943 -0.41844 0.55938 -1.172 -0.198 -0.401
C -1.55346 -0.21483 1.37083 -0.665 -0.760 0.840
C -0.93528 -1.15672 2.14658 -0.868 -2.469 -1.218
C 0.13699 -0.96595 2.90932 1.110 1.087 0.997
C 0.58038 0.33805 3.09052 -0.739 -0.336 -0.780
Cl 1.77550 0.64078 4.24371 1.043 0.416 0.721
C -0.02369 1.33948 2.36090 0.298 1.281 0.605
C -1.14366 1.03438 1.53227 3.380 3.118 1.031
H -5.23181 -1.47652 -0.27252 -0.762 0.102 -0.044
H -4.31670 -2.15338 -1.60809 0.087 -1.156 -0.736
H -3.53145 0.36941 -4.14194 0.108 -0.586 1.447
H -4.06104 -1.15766 -3.38950 -0.083 -1.055 -1.057
H 0.09848 -1.51120 -2.40417 0.620 -0.338 0.692
H 0.97927 -0.46623 -3.56170 -0.970 -0.102 0.474
H 3.09477 3.65929 1.13019 0.517 -1.295 0.791
H 4.82552 2.37314 2.76843 -0.614 -0.621 -0.523
H 5.39382 -0.04415 2.16277 -0.512 0.426 0.480
H 4.33910 -1.14563 0.28261 0.376 -0.591 -0.030
H -3.19719 0.38514 0.35087 0.266 0.548 -0.323
H -1.23557 -2.16066 2.06072 -0.620 -1.041 -0.235
H 0.59062 -1.81620 3.36672 0.318 -0.208 0.498
H 0.43321 2.37861 2.54061 -1.236 -1.502 -0.699
H -1.47688 1.83542 0.93975 -0.821 0.890 -0.691
```
Positions in Å, forces in eV/Å.

Atom charges from the natural (NBO) analysis, given in e for atoms 1 to 4: number 1, O, carries -0.60; number 2, C, carries 0.66; number 3, C, carries -0.58; number 4, S, carries 0.17

Record 2
The following is a quantum chemistry calculation of a molecular structure, C18H15Co2O7 at a distorted geometry, from OMol25.

Results
Net charge ... -1
DFT total energy ... -108490.4110 eV
LUMO level ... 1.3785 eV
Largest force on an atom ... 5.98 eV/Å

XYZ file:
```
42
Properties=species:S:1:pos:R:3:forces:R:3
O -3.91554 1.12900 -0.62091 1.601 -0.619 0.075
C -2.79617 1.02320 -0.33512 -2.030 1.934 0.165
Co -1.15897 0.74547 0.13678 1.395 1.361 0.066
C 0.01431 2.19387 -0.68935 -1.408 -1.377 -2.458
O -0.11848 3.36814 -0.85140 0.175 0.180 0.537
C -1.36641 -0.05071 1.66747 -1.849 -2.552 3.453
O -1.59223 -0.60287 2.66598 0.794 1.339 -1.905
C -0.60307 -0.58349 -1.04152 4.045 -0.837 -0.586
C -1.46226 -1.67287 -1.43807 -0.792 -0.471 -0.325
C -1.78740 -2.70587 -0.53524 -0.314 0.303 -0.081
C -2.85406 -3.56052 -0.81564 0.247 0.093 -0.201
C -3.56077 -3.43705 -2.01536 0.079 0.121 -0.084
C -3.17760 -2.47680 -2.96183 0.068 -0.251 0.187
C -2.12075 -1.61532 -2.69144 0.168 0.155 0.637
C 0.66635 -0.14478 -1.01697 -1.527 -0.407 -0.285
C 1.03962 1.26364 -1.32518 -0.218 -0.078 -4.572
Co 1.97597 -1.51309 -0.33668 -0.447 -0.128 1.067
C 1.45691 -2.06773 1.22810 -0.558 -0.354 0.946
O 1.12681 -2.42308 2.28503 0.207 0.133 -0.426
C 3.47614 -0.71812 0.05382 0.126 1.060 -0.784
O 4.46427 -0.18314 0.35132 -0.148 -0.464 0.157
C 2.13589 -2.93610 -1.33756 -0.347 -0.290 -1.223
O 2.19334 -3.88659 -2.00151 0.151 0.336 0.542
H -1.22428 -2.79135 0.39881 -0.239 0.069 -0.332
H -3.13351 -4.31851 -0.08214 0.074 0.159 -0.253
H -4.40810 -4.09399 -2.21899 0.237 0.178 0.048
H -3.71031 -2.39317 -3.91045 0.140 -0.072 0.257
H -1.80926 -0.84936 -3.40594 -0.206 -0.219 0.224
H 2.10257 1.50144 -1.29425 -0.375 -0.022 0.285
H 0.84063 1.37182 -2.42568 -0.187 -0.205 0.189
C 2.15068 3.93237 1.67981 0.186 0.193 0.288
C 1.22111 2.75407 1.76565 0.384 -0.973 -1.393
C 1.29903 1.91991 3.01228 0.133 0.228 0.458
O 1.57527 1.88360 0.57042 0.206 1.817 5.699
H 1.91754 4.65899 2.46352 0.037 0.005 -0.003
H 3.18463 3.59428 1.80725 -0.088 0.091 -0.048
H 2.04882 4.42812 0.71084 -0.005 -0.140 0.111
H 0.18936 3.08457 1.61073 0.087 -0.055 -0.098
H 0.96897 2.52354 3.86530 0.085 -0.111 0.003
H 0.63756 1.04970 2.95330 0.220 0.081 0.001
H 2.33157 1.59954 3.19171 -0.164 -0.090 0.027
H 1.78181 0.99926 0.93313 0.057 -0.119 -0.363
```
Positions in Å, forces in eV/Å.

Atom charges from the natural (NBO) analysis, given in e for atoms 1 to 4: number 1, O, carries -0.52; number 2, C, carries 0.54; number 3, Co, carries 0.12; number 4, C, carries 0.53

Record 3
The following is a quantum chemistry calculation of a molecular structure, C18H15IN4O3W at a distorted geometry, from OMol25.

Results
Net charge ... +2
DFT total energy ... -40920.0875 eV
LUMO level (spin up / spin down) ... -8.3928 / -8.3929 eV
Largest force on an atom ... 1.56 eV/Å

XYZ file:
```
42
Properties=species:S:1:pos:R:3:forces:R:3
W -0.63823 -0.19223 -0.36342 -0.696 0.908 -1.059
C -0.13169 -0.23761 -4.76520 0.072 -0.083 0.016
O 0.81061 -1.32197 -4.75953 -0.166 0.060 -0.170
C 1.60227 -1.49817 -3.70747 0.414 -0.205 0.405
C 2.85375 -2.12574 -3.93555 -0.351 0.112 -0.308
C 3.75412 -2.39334 -2.93599 0.086 -0.020 0.192
C 3.47614 -2.02720 -1.61930 0.006 -0.028 0.000
C 2.26940 -1.39481 -1.34687 0.041 -0.279 -0.252
C 2.08821 -0.77133 -0.06874 0.610 0.091 -0.665
N 1.30646 0.27824 0.10801 -0.451 -0.244 0.999
N 1.52825 1.01452 1.27319 -0.196 -0.039 0.055
C 0.40111 1.31595 1.82265 0.206 -0.094 0.040
O -0.71239 0.78100 1.21624 0.084 -0.250 -0.115
C 0.20096 2.10775 3.01090 0.179 0.115 0.056
C -1.07791 2.28769 3.54338 -0.034 -0.011 -0.003
C -1.24222 3.05346 4.68162 0.003 0.029 0.040
C -0.13927 3.64170 5.28892 0.079 -0.044 -0.081
C 1.13731 3.46521 4.75853 -0.114 0.044 0.088
C 1.31177 2.70166 3.62445 0.052 -0.032 -0.049
C 1.32688 -1.20525 -2.38632 0.360 0.245 0.310
O 0.11521 -0.74828 -1.92261 -0.380 -0.450 0.305
H -0.37587 -0.06377 -5.80749 0.005 -0.004 -0.005
H 0.32297 0.65674 -4.33821 -0.038 0.018 0.004
H -1.03639 -0.51219 -4.22292 -0.013 0.046 -0.010
H 3.06642 -2.40205 -4.96109 0.013 -0.004 0.009
H 4.68898 -2.87783 -3.17892 0.006 -0.002 0.021
H 4.19776 -2.19507 -0.83072 0.002 0.004 0.002
H 2.74152 -1.07906 0.74536 0.089 0.299 -0.009
H -1.94001 1.83144 3.07650 0.019 -0.013 -0.019
H -2.22920 3.19473 5.09896 -0.004 0.002 0.001
H -0.27218 4.24121 6.17907 -0.004 0.004 0.007
H 1.99108 3.92726 5.23371 -0.001 0.002 0.004
H 2.30036 2.56431 3.20754 -0.024 -0.023 -0.029
I -5.84621 -1.98321 1.84461 0.005 0.047 -0.010
C -4.36054 -1.60685 0.47723 -0.165 0.285 0.045
C -3.91699 -2.45209 -0.52404 0.242 -0.012 -0.446
N -2.92709 -1.83850 -1.17655 0.144 -0.286 -0.386
N -2.68574 -0.58982 -0.67174 0.002 -0.482 0.234
C -3.59430 -0.46495 0.32531 0.001 0.546 0.609
H -4.25227 -3.43322 -0.82207 -0.012 -0.019 0.017
H -2.49594 -2.11126 -2.04882 -0.005 -0.141 0.025
H -3.61713 0.46295 0.87741 -0.066 -0.090 0.133
```
Positions in Å, forces in eV/Å.

Atom charges from the natural (NBO) analysis, given in e for atoms 1 to 4: number 1, W, carries 1.76; number 2, C, carries -0.25; number 3, O, carries -0.46; number 4, C, carries 0.30

Record 4
The following is a quantum chemistry calculation of a gas-phase ion, C18H15N2O4S2 (charge -1) at a distorted geometry, from OMol25.

Results
Net charge ... -1
DFT total energy ... -51748.3548 eV
Structure (SMILES) ... Cc1nccn1[C@@H](C1=[S@](=O)([O-])c2ccccc2S1(=O)=O)c1ccccc1
LUMO level ... 2.7929 eV
Largest force on an atom ... 4.66 eV/Å

XYZ file:
```
41
Properties=species:S:1:pos:R:3:forces:R:3
C 1.17902 -1.47246 -3.74167 0.246 -0.358 0.144
C 0.13136 -2.12103 -2.83869 0.749 0.952 0.341
N -0.66037 -3.17166 -3.08274 1.421 1.547 -0.676
C -1.42403 -3.25012 -1.98130 -1.216 -0.904 0.797
C -1.12661 -2.30632 -1.07904 -0.663 0.061 2.596
N -0.12175 -1.57471 -1.57155 0.229 -0.552 0.473
C 0.47585 -0.50656 -0.55593 -0.291 -0.497 -2.091
C -0.66790 -0.05002 0.32547 -0.030 1.588 -1.377
S -0.33004 0.85863 1.81004 -2.538 -3.495 -1.284
O 1.01718 1.31315 1.85084 1.378 1.030 0.699
O -0.86189 0.08665 2.95926 0.781 1.824 -0.962
C -1.40830 2.21307 1.46712 -0.281 0.515 -0.089
C -1.45690 3.31368 2.30850 -0.338 0.073 -0.214
C -2.28533 4.38534 1.96363 0.015 0.007 0.048
C -3.04350 4.35161 0.77934 -0.025 -0.104 0.126
C -2.97453 3.23657 -0.07122 0.060 0.320 0.480
C -2.14143 2.17834 0.28838 -0.349 0.421 -0.466
S -1.92456 0.71641 -0.73706 -0.258 -2.801 3.712
O -3.17751 -0.07575 -0.63851 1.440 1.849 -0.651
O -1.36141 0.99603 -2.02395 -0.273 0.756 -0.869
C 1.58773 -1.08658 0.35179 -1.456 -0.238 -1.118
C 1.33032 -1.58066 1.64935 2.596 -0.269 -0.167
C 2.45333 -1.79933 2.50166 -0.989 0.012 -0.742
C 3.75479 -1.60719 2.02106 0.201 0.149 0.918
C 3.94137 -1.27564 0.67638 -0.141 -0.381 0.213
C 2.85021 -1.09815 -0.18984 1.313 -0.155 2.309
H 1.32543 -0.40012 -3.43567 -0.129 -1.021 -0.371
H 2.16699 -2.01293 -3.64561 -0.891 0.605 -0.123
H 0.87926 -1.51161 -4.81643 0.133 0.029 0.890
H -2.19036 -3.96180 -1.78926 -0.402 -0.687 -0.460
H -1.48852 -2.03703 -0.04804 0.174 -0.697 -1.517
H 0.78325 0.16857 -1.46100 0.354 -0.183 2.466
H -0.83714 3.29326 3.20221 -0.215 0.217 -0.074
H -2.33466 5.24728 2.64173 -0.040 -0.322 -0.428
H -3.70895 5.19546 0.53291 0.451 -0.501 0.108
H -3.55966 3.19378 -0.99223 0.216 -0.012 0.282
H 0.36537 -1.89194 1.98076 -0.597 0.496 0.120
H 2.25124 -2.09373 3.54056 0.252 0.028 -0.514
H 4.62247 -1.71719 2.74603 -1.096 0.172 -1.178
H 4.95302 -1.14795 0.32716 0.162 -0.110 -0.271
H 3.01718 -0.99734 -1.22442 0.047 0.635 -1.079
```
Positions in Å, forces in eV/Å.

Atom charges from the natural (NBO) analysis, given in e for atoms 1 to 4: number 1, C, carries -0.65; number 2, C, carries 0.32; number 3, N, carries -0.48; number 4, C, carries -0.13

Record 5
The following is a quantum chemistry calculation of a molecular structure, C18H15N7O4Pb, from OMol25.

Results
Net charge ... +2
DFT total energy ... -42760.1788 eV
LUMO level ... -6.7684 eV
Largest force on an atom ... 0.97 eV/Å

XYZ file:
```
45
Properties=species:S:1:pos:R:3:forces:R:3
Pb -0.05096 0.03683 -0.13698 -0.204 0.186 -0.144
N -0.65766 4.62130 -0.58961 -0.024 0.013 -0.026
C -0.41218 4.81655 0.74704 0.001 0.002 0.023
C -0.19545 3.57817 1.26920 0.037 -0.004 -0.001
N -0.30462 2.63580 0.27767 -0.013 -0.028 0.043
C -0.58441 3.29510 -0.82739 -0.035 0.053 0.054
C -0.81747 2.57509 -2.06448 -0.065 -0.034 -0.033
N -0.62745 1.27099 -2.11835 0.025 -0.086 -0.100
C -1.04163 0.85307 -3.36149 0.065 0.006 -0.026
C -1.46942 1.93177 -4.06733 -0.018 -0.018 -0.013
N -1.32124 3.01572 -3.23149 -0.011 0.028 0.020
H -0.85028 5.35330 -1.25346 0.011 0.000 0.000
H -0.41849 5.79453 1.19411 -0.001 0.000 -0.004
H 0.01867 3.31402 2.29005 0.003 0.001 -0.003
H -1.00953 -0.18305 -3.65114 -0.002 0.005 0.001
H -1.86480 2.02674 -5.06269 0.008 0.004 -0.001
H -1.59720 3.95779 -3.45583 0.007 0.000 -0.005
O -1.23218 -1.58393 -1.22408 -0.006 -0.003 0.046
N -2.50607 -1.62542 -1.04354 0.002 0.048 0.024
N -2.96423 -0.75097 -0.25786 -0.001 0.002 -0.108
O -2.21219 0.17619 0.31594 0.066 -0.080 0.156
C -4.38036 -0.73367 0.04044 -0.023 0.016 0.001
C -4.86874 0.29247 0.83026 0.034 0.009 -0.004
C -6.22454 0.31671 1.12307 -0.015 -0.005 -0.001
C -7.06465 -0.66907 0.63089 0.001 -0.003 -0.002
C -6.55085 -1.69056 -0.15852 -0.018 0.009 0.008
C -5.20158 -1.73453 -0.46100 0.024 -0.015 -0.010
H -4.20004 1.04954 1.20931 -0.010 0.004 0.004
H -6.62227 1.10962 1.74141 0.009 0.004 0.000
H -8.12037 -0.64648 0.86377 0.000 0.000 0.001
H -7.20526 -2.46276 -0.53868 0.008 -0.003 -0.005
H -4.79491 -2.52845 -1.06873 -0.005 0.000 0.000
O 3.46624 -2.06125 2.56339 0.105 -0.102 0.126
C 2.46877 -1.45027 2.70611 -0.734 0.346 0.182
O 1.49152 -0.87145 2.86096 0.652 -0.335 -0.106
C 4.57367 -2.02633 1.06180 -0.150 -0.258 0.926
C 5.70282 -2.69748 1.36723 0.314 0.017 -0.466
C 6.49442 -2.62695 0.20975 0.067 -0.111 0.152
C 6.06254 -1.96291 -0.94506 0.000 0.001 -0.029
C 4.82705 -1.34918 -0.97558 -0.057 -0.052 0.179
N 4.05037 -1.41087 0.14943 -0.027 0.336 -0.812
H 5.97062 -3.19455 2.28532 -0.053 0.033 0.003
H 7.46316 -3.11063 0.23389 0.005 0.017 -0.045
H 6.69641 -1.93193 -1.81974 0.007 0.002 0.007
H 4.42199 -0.82081 -1.82477 0.025 -0.005 -0.011
```
Positions in Å, forces in eV/Å.

Atom charges from the natural (NBO) analysis, given in e for atoms 1 to 4: number 1, Pb, carries 1.39; number 2, N, carries -0.48; number 3, C, carries -0.06; number 4, C, carries -0.07